(1)
The following is a quantum chemistry calculation of a molecular structure, C27H34BF5N6S5V at a distorted geometry, from the OMol25 dataset.

Calculated values
HOMO-LUMO gap (alpha / beta): 4.41 / 4.84 eV
Multiplicity: 4
Charge: -2

```
79
Properties=species:S:1:pos:R:3:forces:R:3
H 1.665 -3.726 -1.520 -0.582 -0.258 -0.390
C -2.115 -3.887 0.195 1.305 0.947 0.907
C 2.728 2.719 4.524 0.867 0.644 -0.030
C -0.206 -2.815 0.681 -0.978 1.040 0.261
N -0.024 -0.407 2.741 -0.888 0.530 -1.213
B -1.377 -0.888 2.149 -0.056 0.593 -1.046
F 3.248 2.342 -6.515 -0.379 -0.545 0.573
C 0.898 -5.844 0.162 1.001 0.045 0.381
C 2.596 1.604 -5.555 0.602 0.557 -0.948
C -2.548 2.606 1.559 0.750 -0.666 0.220
N -0.716 -3.909 0.049 -0.436 0.223 -0.241
H 4.267 0.908 3.310 0.213 -0.294 0.314
H -2.698 -4.624 -0.207 -1.283 -1.480 -0.860
H 1.807 3.075 4.907 -1.168 0.199 0.589
H -2.063 -1.207 3.030 -0.535 -0.338 1.203
S 0.796 0.955 0.573 0.010 0.182 -0.099
S 1.469 -2.396 0.801 -0.413 -0.699 0.295
H -1.626 -5.340 -2.042 0.239 -0.610 0.385
F 0.562 -1.342 -5.300 -0.193 -0.459 -0.531
N -2.122 0.423 1.545 0.024 -0.769 -0.498
H -4.762 3.485 -2.141 0.085 0.043 -0.242
C 0.255 -0.537 4.045 0.008 -0.828 2.214
C -2.062 2.494 -1.894 -0.249 1.378 0.511
H 1.784 -5.330 0.566 -0.394 0.111 -0.228
C -3.002 4.363 -0.529 0.465 0.753 -1.049
C 1.078 0.188 -3.621 0.917 -0.778 -0.583
S 0.344 -0.796 -2.412 -0.217 -0.092 0.395
C 2.512 2.142 3.140 -0.237 1.271 -0.434
C 1.181 -0.220 -4.951 -0.517 0.316 0.044
C -2.463 -2.823 0.943 0.087 -0.022 0.132
C 2.661 1.981 -4.234 -0.481 0.699 1.135
N -2.908 2.082 0.336 -0.369 -0.777 -0.475
C -4.545 2.691 -1.429 -1.029 -0.021 0.458
H 4.557 2.416 2.368 -0.957 -0.871 0.439
H 0.375 -6.273 1.025 -0.311 0.261 -0.189
H 3.670 1.038 1.651 -0.009 0.246 0.427
H -1.984 4.655 -0.159 -0.857 -0.473 -0.278
H -3.449 -2.458 1.283 0.955 -0.415 -0.391
H -4.759 1.723 -1.884 0.303 0.083 0.166
H -2.536 3.656 1.773 -0.103 0.003 0.042
F 1.763 1.739 -2.055 0.587 0.366 -0.323
H -1.957 1.452 -1.884 -0.307 -1.649 -1.026
F 1.834 0.031 -7.206 0.110 0.455 0.436
H 1.682 0.475 5.356 -0.031 0.219 -0.360
V 2.456 -0.757 -0.901 0.462 -0.361 -0.042
S 4.645 -1.038 -1.594 -1.181 0.262 0.426
H 2.637 4.196 2.372 0.075 -0.289 0.240
H 3.361 3.625 4.492 0.038 -0.613 -0.217
C -0.955 -5.917 -1.361 -1.612 1.448 -1.132
N 1.449 1.132 3.243 0.811 -0.877 0.800
H -1.534 -6.446 -0.647 -0.756 -0.374 0.895
H -3.150 4.904 -1.520 0.073 -0.408 1.334
H 1.286 -6.711 -0.410 -0.251 0.474 0.021
H -2.260 3.007 -2.838 0.004 -0.559 -0.173
H -0.283 -1.263 4.698 0.649 0.748 -0.803
F 3.341 3.120 -3.828 -0.766 -1.451 -0.673
S -3.457 -0.408 -0.670 -0.275 -0.417 -1.031
C 1.838 0.497 -5.924 0.351 -0.319 -0.144
H -1.674 1.635 3.297 0.132 -0.277 -0.150
C 0.020 -4.955 -0.751 0.930 -0.382 0.439
H 3.162 2.013 5.219 0.183 -0.165 0.178
H -3.762 4.682 0.197 0.121 0.080 -0.266
C -2.757 0.693 0.339 0.715 1.204 2.467
C 1.865 1.272 -3.317 0.264 1.507 0.236
H -0.480 -6.669 -1.941 0.800 -0.405 -0.570
H 0.991 3.615 2.471 -0.412 -0.158 0.297
C 2.004 3.304 2.255 0.719 0.286 -1.038
H 1.335 -5.211 -2.393 0.374 -0.706 -0.332
H 0.282 -3.867 -2.644 -0.525 0.562 -0.295
C 0.861 -4.384 -1.910 0.717 0.589 1.613
C -3.150 2.871 -0.877 1.033 0.591 -0.003
N -1.309 -2.134 1.239 1.657 -0.477 -0.750
H -5.247 2.842 -0.590 0.051 -0.179 -0.279
H -1.076 2.770 -1.561 0.390 0.697 0.396
C -2.048 1.574 2.284 -0.463 0.783 -0.047
C 3.816 1.585 2.603 0.661 0.433 -1.389
C 1.215 0.351 4.390 -0.384 0.056 0.095
C 0.747 0.592 2.224 -0.143 -0.411 -0.907
H 2.025 3.053 1.179 0.005 -0.010 0.711
```
Forces are in eV/Å.

***

(2)
The following is a quantum chemistry calculation of 2 unconnected molecules or ions with the total composition C27H34N2O3 at a distorted geometry, from the OMol25 dataset.

Calculated values
SMILES string: C/C=C/C=C/C=C/C=C/C=C/C=C/C(C)=O.CNC(=O)[C@H](Cc1ccccc1)NC(C)=O
HOMO-LUMO gap: 6.49 eV
Multiplicity: 1
Energy relative to the best compared isomer or geometry (same formula, charge and spin): 4.133 eV
Charge: 0

```
66
Properties=species:S:1:pos:R:3:forces:R:3
H 4.229 8.322 3.744 -0.010 -0.023 0.127
H 4.348 6.764 4.580 -0.073 0.086 -0.110
C -2.611 0.710 1.818 0.293 -1.466 -0.664
C -2.294 -9.610 -1.854 -1.822 0.864 0.318
H 2.565 3.605 -1.667 0.088 -0.050 0.014
H -1.810 5.175 0.101 -0.050 0.016 0.030
H -4.041 -1.470 1.058 0.104 0.094 0.032
H -3.327 -13.338 -3.160 0.182 0.029 -0.017
C -3.158 -8.607 -1.484 1.918 -0.819 -0.311
H 2.406 6.718 2.415 0.069 0.044 0.039
C 2.703 4.244 0.995 -0.626 -0.126 0.178
C 4.254 6.027 1.982 1.708 -0.345 -0.124
H -1.919 -13.348 -4.244 0.010 -0.144 0.086
H -1.517 -7.253 -1.007 -0.062 -0.066 -0.031
C 0.515 4.074 -2.142 -0.064 0.167 0.919
H -1.224 -9.426 -1.801 -0.070 -0.054 -0.019
O -0.569 1.784 2.243 -0.469 0.020 -0.113
H -0.765 -11.635 -2.657 -0.079 0.033 0.008
C -2.640 -5.057 -0.240 -1.597 0.954 0.346
H -3.687 0.822 1.882 -0.056 -0.031 -0.026
H 0.617 3.815 -3.187 0.002 -0.008 -0.028
H -3.129 2.939 3.508 -0.084 -0.002 -0.116
C -3.349 -6.258 -0.656 1.795 -0.874 -0.315
H 2.791 7.621 4.531 0.034 -0.075 -0.196
C 0.251 4.732 0.577 0.024 -0.179 -1.157
H 5.411 4.145 0.254 0.042 -0.003 0.050
N 3.365 6.701 2.725 -1.113 0.221 0.269
C 1.495 4.297 0.080 -0.279 0.062 -0.160
H -3.078 3.536 1.832 -0.110 -0.050 0.087
H -1.554 -5.074 -0.259 -0.075 -0.100 -0.033
H -4.233 -8.755 -1.529 0.095 0.073 0.027
H -1.735 3.883 2.944 -0.050 -0.254 -0.089
C 5.086 5.151 -1.419 0.598 0.343 -1.579
C -1.792 1.851 2.214 1.267 0.360 0.428
C -3.258 -3.906 0.172 1.636 -0.960 -0.372
H 2.356 4.318 2.026 -0.038 -0.025 0.044
C -2.478 3.136 2.652 0.031 -0.096 -0.104
H -1.574 4.599 -2.306 -0.024 0.005 -0.013
C 3.698 7.395 3.969 0.316 -0.221 -0.301
H -3.808 -11.124 -2.376 0.085 0.049 0.020
H 3.270 6.015 -2.167 -0.185 0.182 0.024
C -2.240 -13.216 -3.206 0.111 0.235 0.105
H 4.719 6.368 -3.130 0.025 -0.104 0.176
H -1.010 -0.600 1.295 -0.164 0.025 0.013
C -0.857 4.839 -0.282 0.861 -0.269 -0.388
O 5.437 5.964 2.293 -0.445 -0.097 -0.127
H 3.179 3.266 0.902 0.140 0.109 0.030
C 3.723 5.361 0.698 0.239 -0.365 -0.391
C -2.963 -1.585 0.992 1.426 -0.945 -0.381
H 3.191 6.151 0.171 0.121 0.008 -0.281
H 4.475 7.195 -1.579 -0.172 0.151 0.013
C -2.089 -0.481 1.367 -1.370 1.388 0.570
H -4.342 -3.841 0.210 0.114 0.096 0.033
O 5.972 4.562 -2.018 0.177 -0.183 -0.018
C -0.724 4.515 -1.644 0.642 -0.070 0.547
C -1.827 -11.861 -2.710 -2.018 1.022 0.470
C -2.744 -10.910 -2.325 2.216 -1.169 -0.503
H -1.349 -2.865 0.499 -0.100 -0.104 -0.036
C 1.619 3.957 -1.280 -1.006 0.325 0.166
H 0.142 4.980 1.623 0.034 -0.032 0.133
H -4.435 -6.293 -0.668 0.109 0.078 0.034
C -2.599 -7.342 -1.038 -1.718 0.813 0.300
H -1.778 -13.997 -2.594 -0.021 -0.037 -0.163
C -2.431 -2.770 0.557 -1.496 1.070 0.425
N 4.791 4.823 -0.162 -1.108 0.601 1.844
C 4.327 6.262 -2.119 0.044 -0.175 0.261
```
Forces are in eV/Å.

***

(3)
The following is a quantum chemistry calculation of C27H34N4O3 in the gas phase at a distorted geometry, from the OMol25 dataset.

Calculated values
SMILES string: COc1ccc(-c2noc(CCC(=O)NCCCN3CCC(Cc4ccccc4)CC3)n2)cc1
HOMO-LUMO gap: 9.10 eV
Multiplicity: 1
Energy relative to the best compared isomer or geometry (same formula, charge and spin): 1.522 eV
Charge: 0

```
68
Properties=species:S:1:pos:R:3:forces:R:3
C -0.513 0.360 2.083 -0.125 -0.111 -0.282
C -0.061 2.158 -3.884 0.059 -0.006 -0.087
H -2.113 2.601 1.840 0.013 -0.005 -0.005
H -4.335 -1.841 -1.245 -0.091 0.015 -0.017
O 1.679 -1.962 -3.020 0.895 -0.112 0.224
C -1.684 1.480 -2.255 -0.002 0.071 -0.051
C -3.421 -2.096 -0.732 -0.365 -0.004 0.116
C -0.631 3.616 -2.065 -0.039 -0.015 -0.024
C -2.238 -2.868 1.220 -0.290 0.030 0.028
C -1.309 0.861 0.883 -0.053 0.052 0.378
C 3.751 -2.534 -1.864 0.153 -0.048 -0.099
H 3.385 1.785 2.980 0.049 0.034 0.054
H -3.236 2.437 -0.319 -0.056 0.054 -0.004
C -3.441 -2.528 0.593 0.219 -0.021 0.011
N 1.448 -2.454 -0.900 0.386 -0.074 0.069
C 4.318 -2.638 -0.445 0.141 0.179 -0.083
H -2.276 -3.214 2.240 0.008 -0.041 0.125
N 0.782 1.006 2.098 -0.100 -0.132 0.192
H 3.935 -3.466 -2.408 0.000 0.087 -0.016
H -0.371 -0.719 1.994 0.016 0.070 0.092
H 0.455 2.870 0.226 0.066 0.048 -0.010
C 0.092 3.363 -3.218 0.094 0.050 -0.040
C -0.137 3.033 1.128 -0.133 -0.057 0.325
H 1.536 0.626 4.054 -0.030 -0.101 -0.050
C 3.177 0.766 2.649 -0.195 -0.036 -0.234
H -6.027 -2.996 -0.076 0.019 0.033 0.025
C -5.808 -2.352 0.782 -0.230 0.062 -0.112
H -0.506 4.558 -1.551 0.005 0.089 0.070
H 5.286 -3.137 -0.484 -0.076 0.073 0.049
C -2.221 -1.994 -1.407 0.328 -0.092 0.198
C 1.734 0.381 2.995 0.186 0.106 0.050
O 5.636 -0.706 0.105 0.397 0.082 -0.097
H -2.409 3.991 -0.140 -0.077 0.012 -0.016
H -1.079 0.277 -3.916 -0.002 -0.083 -0.043
C 3.453 0.688 1.146 0.292 0.332 0.228
C -1.504 2.374 0.956 0.097 -0.036 -0.227
H -2.197 -1.673 -2.436 -0.053 0.063 -0.130
O -4.558 -2.659 1.352 0.343 -0.066 0.084
H 3.858 0.101 3.181 0.063 0.044 0.048
H 3.637 -3.212 0.182 0.030 -0.051 0.006
C 2.288 -2.303 -1.878 -0.529 -0.028 0.156
H 0.779 4.106 -3.594 0.051 0.053 -0.031
H -2.390 0.748 -1.889 -0.075 -0.077 0.070
H 1.623 -0.701 2.882 -0.033 -0.013 0.054
H -5.862 -1.303 0.473 0.013 -0.043 -0.001
C 0.232 -2.204 -1.485 0.844 0.104 -0.833
C -1.022 -2.310 -0.775 -0.613 0.000 0.143
H 4.447 1.088 0.933 -0.180 -0.003 -0.006
C -1.519 2.673 -1.561 -0.141 0.090 -0.035
N 3.444 -0.666 0.643 -0.492 0.219 0.234
H 2.559 -1.149 0.596 0.096 -0.111 -0.108
C -1.044 -2.760 0.545 -0.062 0.024 -0.257
N 0.344 -1.902 -2.753 -1.196 0.007 0.208
C 0.611 2.429 2.313 0.104 0.166 -0.282
C -2.256 2.918 -0.276 0.090 -0.064 0.218
H -6.541 -2.534 1.565 0.021 0.028 -0.092
H -1.078 0.554 3.015 0.029 -0.049 0.010
H -0.754 0.609 -0.022 0.005 -0.071 -0.026
C 4.547 -1.245 0.135 -0.122 -0.568 -0.020
C -0.957 1.219 -3.403 -0.017 -0.079 -0.059
H -0.116 -3.035 1.021 0.073 -0.007 0.078
H 1.592 2.900 2.398 -0.009 0.020 0.061
H 0.054 2.629 3.249 0.086 -0.028 0.005
H 2.697 1.273 0.615 0.141 -0.012 -0.008
H 0.511 1.955 -4.776 0.041 -0.016 -0.077
H 4.247 -1.734 -2.420 0.013 -0.070 -0.027
H -2.273 0.349 0.848 -0.089 -0.054 -0.070
H -0.251 4.109 1.278 0.008 0.086 -0.049
```
Forces are in eV/Å.